Entry 1:
Below is C20H28ErNO3 as an isolated structure in a non-equilibrium geometry, with properties calculated with wB97M-V/def2-TZVPD.

Cartesian coordinates (Å):
1 O -0.966 -0.728 -4.776
2 C -1.216 0.123 -6.104
3 C -0.864 -0.941 -7.081
4 H -0.413 0.866 -6.212
5 H -2.245 0.482 -6.227
6 C -0.529 -1.695 -5.825
7 H 0.024 -0.670 -7.635
8 H -1.617 -1.450 -7.701
9 C 0.989 -1.870 -5.849
10 H 1.473 -0.893 -5.959
11 H 1.144 -2.292 -6.843
12 H 1.387 -2.557 -5.091
13 C -1.343 -2.996 -5.921
14 H -2.419 -2.879 -6.168
15 H -1.116 -3.654 -5.073
16 H -0.941 -3.467 -6.816
17 Er -0.514 -0.811 -2.566
18 C -2.225 -1.232 -0.627
19 C -2.007 0.159 -0.546
20 C -2.491 0.755 -1.747
21 H -1.660 0.695 0.330
22 C -2.903 -0.302 -2.623
23 C -2.725 -1.545 -1.929
24 H -2.797 -2.538 -2.384
25 H -2.132 -1.906 0.227
26 H -2.626 1.808 -1.988
27 H -3.272 -0.161 -3.635
28 C 0.577 -2.364 -0.678
29 C -0.101 -3.236 -1.571
30 C 0.441 -3.061 -2.872
31 H -0.799 -4.023 -1.291
32 C 1.576 -2.174 -2.767
33 C 1.616 -1.719 -1.419
34 H 2.376 -1.054 -1.037
35 H 0.494 -2.271 0.406
36 H 0.083 -3.590 -3.770
37 H 2.238 -1.895 -3.590
38 O 1.569 2.626 -3.705
39 C 2.035 3.633 -4.586
40 C 2.002 5.030 -3.828
41 H 1.328 3.746 -5.441
42 H 2.952 3.234 -5.079
43 C 1.841 4.609 -2.354
44 H 1.117 5.566 -4.179
45 H 2.834 5.764 -4.031
46 C 1.262 3.214 -2.421
47 H 1.387 5.364 -1.742
48 H 2.802 4.454 -1.917
49 H 0.170 3.033 -2.313
50 H 1.727 2.527 -1.703
51 O 0.910 0.887 1.168
52 C 0.860 0.742 0.001
53 N 0.708 0.658 -1.211

The value obtained for the HOMO-LUMO gap (alpha / beta) is 7.69 / 7.74 eV. As for the multiplicity: 4. The calculated total energy comes out at -2074.3084 a.u. For the HOMO energy (alpha / beta), the calculation gives -7.55 / -7.61 eV.

Entry 2:
Below is C20H28EuNO2Se as an isolated structure in a non-equilibrium geometry, with properties calculated with wB97M-V/def2-TZVPD.

Cartesian coordinates (Å):
1 O 4.900 -4.596 -3.949
2 C 4.759 -6.048 -3.823
3 C 6.126 -6.344 -4.444
4 H 3.906 -6.412 -4.412
5 H 4.662 -6.356 -2.775
6 C 6.191 -4.806 -4.600
7 H 6.093 -6.891 -5.388
8 H 6.867 -6.751 -3.753
9 C 6.191 -4.379 -6.053
10 H 5.394 -4.885 -6.608
11 H 7.153 -4.630 -6.518
12 H 6.047 -3.297 -6.141
13 C 7.336 -4.167 -3.844
14 H 7.350 -4.490 -2.799
15 H 7.257 -3.074 -3.876
16 H 8.290 -4.445 -4.306
17 Eu -0.252 -0.143 -0.018
18 C 0.585 0.873 2.420
19 C -0.235 -0.213 2.859
20 C 0.399 -1.436 2.484
21 H -1.170 -0.131 3.417
22 C 1.635 -1.111 1.846
23 C 1.743 0.316 1.789
24 H 2.571 0.875 1.351
25 H 0.381 1.938 2.567
26 H 0.011 -2.439 2.681
27 H 2.387 -1.831 1.516
28 C -0.830 2.541 -1.036
29 C 0.565 2.395 -0.757
30 C 1.108 1.496 -1.726
31 H 1.126 2.889 0.036
32 C 0.033 1.019 -2.547
33 C -1.174 1.653 -2.108
34 H -2.173 1.501 -2.523
35 H -1.492 3.249 -0.539
36 H 2.160 1.246 -1.845
37 H 0.137 0.330 -3.383
38 O 1.036 -1.769 -1.226
39 C 2.443 -1.668 -1.649
40 C 2.939 -3.096 -1.773
41 H 2.992 -1.069 -0.913
42 H 2.443 -1.126 -2.600
43 C 1.656 -3.939 -1.972
44 H 3.434 -3.403 -0.837
45 H 3.650 -3.233 -2.595
46 C 0.557 -3.162 -1.264
47 H 1.760 -4.969 -1.614
48 H 1.438 -3.962 -3.050
49 H 0.389 -3.501 -0.232
50 H -0.399 -3.153 -1.797
51 Se -3.557 2.796 2.328
52 C -2.824 1.439 1.479
53 N -2.380 0.521 0.856

The value obtained for the HOMO-LUMO gap (alpha / beta) is 6.05 / 7.19 eV. As for the multiplicity: 7. The calculated total energy comes out at -4095.8226 a.u. For the HOMO energy (alpha / beta), the calculation gives -7.29 / -7.31 eV.

Entry 3:
Below is a 6-piece molecular cluster, C20H28F12O16S2 overall in a non-equilibrium geometry, with properties calculated with wB97M-V/def2-TZVPD.

Cartesian coordinates (Å):
1 C -3.280 -5.742 4.999
2 C -3.009 -4.384 5.748
3 O -2.626 -3.435 4.822
4 C -2.614 -2.144 5.333
5 O -3.102 -1.841 6.421
6 C -2.027 -1.057 4.401
7 F -0.904 -0.709 4.972
8 F -1.818 -1.546 3.105
9 F -2.851 -0.063 4.460
10 H -4.116 -5.727 4.301
11 H -3.549 -6.555 5.674
12 H -2.431 -6.021 4.374
13 H -2.317 -4.354 6.590
14 H -3.985 -4.183 6.190
15 C -0.634 -0.077 0.826
16 C 0.144 0.575 -0.276
17 O -0.433 1.803 -0.695
18 C 0.249 2.881 -1.121
19 O 1.489 2.941 -1.244
20 C -0.678 4.041 -1.547
21 F -1.896 3.860 -0.909
22 F -0.085 5.249 -1.399
23 F -0.963 4.112 -2.812
24 H -0.643 0.528 1.732
25 H -0.185 -1.042 1.063
26 H -1.645 -0.231 0.450
27 H 0.342 -0.051 -1.146
28 H 1.090 0.930 0.135
29 C -4.262 1.670 -0.238
30 C -5.377 0.798 -0.824
31 O -4.808 -0.093 -1.719
32 C -4.040 -1.226 -1.269
33 O -4.116 -1.661 -0.145
34 C -3.034 -1.735 -2.311
35 F -3.188 -1.160 -3.441
36 F -1.878 -1.347 -1.873
37 F -3.050 -3.069 -2.289
38 H -3.744 1.188 0.592
39 H -4.763 2.548 0.171
40 H -3.568 2.009 -1.007
41 H -5.978 1.375 -1.526
42 H -5.895 0.244 -0.041
43 C 4.785 2.908 1.094
44 C 5.700 1.806 0.403
45 O 5.307 1.609 -0.891
46 C 4.350 0.713 -1.199
47 O 3.731 0.072 -0.372
48 C 4.049 0.568 -2.713
49 F 2.790 0.491 -3.076
50 F 4.577 1.585 -3.425
51 F 4.575 -0.570 -3.060
52 H 4.973 3.919 0.731
53 H 4.964 3.021 2.163
54 H 3.759 2.562 0.970
55 H 5.741 0.820 0.865
56 H 6.738 2.135 0.355
57 C 3.710 5.750 -4.237
58 C 3.058 4.862 -3.197
59 O 1.955 4.216 -3.925
60 S 2.455 3.856 -5.468
61 O 1.391 4.168 -6.459
62 O 3.107 2.554 -5.557
63 O 3.645 5.012 -5.452
64 H 4.720 6.023 -3.931
65 H 3.197 6.712 -4.215
66 H 2.754 5.413 -2.307
67 H 3.782 4.094 -2.923
68 C -0.946 -4.560 1.279
69 C 0.387 -3.825 1.362
70 O 1.368 -4.724 0.783
71 S 0.650 -5.626 -0.364
72 O 1.210 -6.963 -0.604
73 O 0.521 -4.813 -1.549
74 O -0.780 -5.720 0.487
75 H -1.707 -4.016 0.719
76 H -1.348 -4.814 2.260
77 H 0.640 -3.455 2.356
78 H 0.373 -3.078 0.568

The value obtained for the HOMO-LUMO gap (alpha / beta) is 2.09 / 7.03 eV. As for the multiplicity: 2. As for the relative energy (zero: lowest compared OMol25 entry of this formula, charge and spin): 0.176 eV. As for the charge: -1. The calculated total energy comes out at -3977.3831 a.u. For the HOMO energy (alpha / beta), the calculation gives -0.25 / -5.19 eV.

What is the formula in the first record?
C20H28ErNO3

Which of these has the lowest multiplicity?
C20H28F12O16S2